[1]
A cluster of 2 separate species, C5H15NO2 in total at a distorted geometry. Source: the OMol25 dataset; level of theory: the ωB97M-V functional and the def2-TZVPD basis.

Last column: Mulliken charge in e.
Element x y z (Å)
C -1.087 -0.427 0.805  -0.7429
C -1.352 0.044 -0.630  0.6439
C -1.052 -0.986 -1.706  -1.3812
C -0.837 1.453 -0.976  -1.3772
N 0.334 -0.682 1.043  -0.2592
C 0.839 -0.113 2.302  -0.4036
O 0.602 1.296 2.291  -0.5165
H -1.422 0.396 1.450  0.3880
H -1.588 -1.395 0.911  0.2987
H -2.435 0.188 -0.738  0.2406
H -1.044 -0.637 -2.741  0.3538
H -1.713 -1.873 -1.801  0.3371
H -0.181 -1.577 -1.386  0.3305
H 0.255 1.494 -1.027  0.2218
H -1.267 2.236 -0.361  0.3297
H -1.215 1.709 -1.977  0.4769
H 0.864 -0.399 0.230  0.0776
H 1.868 -0.341 2.552  0.3922
H 0.098 -0.510 3.006  0.3241
H 1.243 1.800 2.819  0.2877
H 1.533 -0.017 -3.003  0.3145
H 2.176 -0.695 -1.612  0.2956
O 2.107 -0.631 -2.549  -0.6321

**E_HOMO**: -9.10 eV
**Energy**: -404.68796 Ha
**SMILES**: CC(C)CNCO.O
**Energy above the lowest of the compared OMol25 structures with the same formula, charge and spin**: 1.826 eV
**2S+1**: 1

***

[2]
A cluster of 3 separate species, C5H15NO2 in total at a distorted geometry. Source: the OMol25 dataset; level of theory: the ωB97M-V functional and the def2-TZVPD basis.

Last column: Mulliken charge in e.
Element x y z (Å)
C 2.085 -0.596 0.122  -0.8536
C 1.066 0.233 0.975  -0.1327
C -0.159 0.452 0.151  -0.2512
C -1.338 0.913 0.715  -0.0689
C -2.493 1.204 -0.121  -1.0444
N 1.380 -1.718 -0.516  -0.5144
H 2.915 -0.850 0.808  0.4159
H 2.493 0.009 -0.711  0.3094
H 1.619 1.151 1.226  0.2763
H 0.995 -0.336 1.918  0.3663
H -0.142 0.326 -0.905  0.3309
H -1.459 0.812 1.800  0.4249
H -3.285 1.823 0.334  0.3823
H -2.922 0.216 -0.495  0.3465
H -2.095 1.671 -1.050  0.3397
H 1.141 -1.455 -1.461  0.2754
H 1.910 -2.576 -0.546  0.2540
H -0.108 -3.018 -1.422  0.3546
H -0.691 -3.370 -0.042  0.3045
O -0.893 -3.373 -0.979  -0.6234
H 0.967 2.641 0.064  0.3292
H -0.317 3.271 0.866  0.3603
O 0.178 3.184 0.040  -0.5816

**Total charge**: +1
**E_HOMO (alpha / beta)**: -13.71 / -13.66 eV
**Energy**: -404.36128 Ha
**Energy above the lowest of the compared OMol25 structures with the same formula, charge and spin**: 2.658 eV
**2S+1**: 2

***

[3]
A cluster of 3 separate species, C5H15NO4 in total at a distorted geometry. Source: the OMol25 dataset; level of theory: the ωB97M-V functional and the def2-TZVPD basis.

Last column: Mulliken charge in e.
Element x y z (Å)
C -1.271 -1.349 -0.583  -0.1042
N -1.176 -0.119 -0.099  -0.1323
C 2.286 1.140 1.290  -1.2989
C 0.914 0.437 1.218  -0.6408
C 0.204 0.522 -0.087  0.4385
C -0.127 2.043 -0.492  -1.1416
O -0.382 2.114 -1.860  -0.5096
O -0.432 -2.261 -0.796  -0.8012
H -2.242 -1.770 -0.568  0.6732
H -1.881 0.615 -0.247  0.3229
H 2.603 1.574 0.327  0.3937
H 2.438 1.782 2.280  0.2106
H 3.074 0.510 1.404  0.4329
H 1.092 -0.629 1.605  0.3197
H 0.343 0.705 2.095  0.4043
H 0.914 0.164 -0.863  0.0715
H -0.870 2.427 0.158  0.4715
H 0.730 2.645 -0.102  0.4751
H 0.438 2.590 -2.266  0.3526
H 0.894 -2.174 -2.010  0.3641
H -0.297 -2.425 -2.689  0.3418
O 0.610 -2.318 -2.930  -0.6383
H -2.614 -1.286 1.535  0.3249
H -2.415 -2.753 2.145  0.2987
O -2.832 -2.181 1.537  -0.6291

**E_HOMO**: -9.94 eV
**Energy**: -555.13710 Ha
**SMILES**: CC[C@H](CO)NC=O.O.O
**Energy above the lowest of the compared OMol25 structures with the same formula, charge and spin**: 3.085 eV
**2S+1**: 1

***

[4]
A cluster of 4 separate species, C5H15NO4 in total at a distorted geometry. Source: the OMol25 dataset; level of theory: the ωB97M-V functional and the def2-TZVPD basis.

Last column: Mulliken charge in e.
Element x y z (Å)
N 1.002 -0.035 -1.245  -0.3765
C 1.143 1.162 -2.091  -0.6387
C 0.144 2.116 -1.481  -0.4237
C -1.014 1.257 -1.103  -0.7470
C -0.362 -0.116 -0.663  0.6889
C -0.866 -1.405 -1.256  -0.2539
O -1.937 -1.937 -1.082  -0.5300
H 1.813 -0.289 -0.708  0.2130
H 2.188 1.547 -2.025  0.3407
H 0.853 0.855 -3.090  0.2325
H -0.093 3.099 -1.924  0.3960
H 0.523 2.667 -0.614  0.1443
H -1.777 1.109 -1.900  0.3087
H -1.585 1.671 -0.263  0.3093
H -0.417 -0.278 0.419  -0.0462
H -0.141 -1.835 -1.956  0.3825
H -1.644 -3.023 0.943  0.3322
H -0.804 -2.233 1.976  0.2898
O -0.835 -3.046 1.462  -0.6294
H 0.719 -0.262 3.562  0.3386
H 1.814 -0.420 2.606  0.3479
O 1.660 -0.065 3.492  -0.7178
H 0.971 1.453 2.607  0.3412
H 0.661 2.860 2.294  0.2802
O 0.525 1.987 1.920  -0.5825

**E_HOMO**: -8.85 eV
**Energy**: -555.17479 Ha
**SMILES**: O=C[C@@H]1CCCN1.O.O.O
**Energy above the lowest of the compared OMol25 structures with the same formula, charge and spin**: 2.059 eV
**2S+1**: 1

***

[5]
A cluster of 2 separate species, C5H15NOP in total at a distorted geometry. Source: the OMol25 dataset; level of theory: the ωB97M-V functional and the def2-TZVPD basis.

Last column: Mulliken charge in e.
Element x y z (Å)
C -1.862 0.843 0.388  -1.3092
C -1.748 -1.677 -0.141  -1.0827
C 1.249 1.253 0.754  -0.6482
C 0.975 -0.219 0.816  -0.2734
C -1.044 -0.316 -0.246  0.4432
N 1.291 1.544 -0.722  -0.2128
O -0.751 0.081 -1.615  -0.5698
P 1.982 -1.212 -0.415  -0.1821
H -1.428 1.671 -0.197  0.3399
H -1.769 0.875 1.489  0.3118
H -2.887 0.601 0.026  0.3902
H -1.065 -2.254 -0.722  0.3687
H -1.818 -1.861 0.961  0.3150
H -2.665 -1.532 -0.822  0.3925
H 0.355 1.807 1.138  0.2910
H 2.146 1.466 1.176  0.4259
H 0.579 -0.800 1.632  0.5405
H 1.558 2.463 -0.942  0.3329
H 0.321 1.312 -1.270  0.3643
H 1.969 0.786 -1.049  0.2326
H -0.685 -0.776 -2.063  0.3691
H 1.452 -2.386 -0.061  0.0557
H 3.046 -1.619 0.437  0.1049

**Total charge**: +1
**E_HOMO**: -12.55 eV
**Energy**: -670.46592 Ha
**Energy above the lowest of the compared OMol25 structures with the same formula, charge and spin**: 3.859 eV
**2S+1**: 1

***

[6]
A cluster of 2 separate species, C5H15NOS in total at a distorted geometry. Source: the OMol25 dataset; level of theory: the ωB97M-V functional and the def2-TZVPD basis.

Last column: Mulliken charge in e.
Element x y z (Å)
C 2.503 0.622 -0.650  -1.0084
N 1.267 -0.005 -0.235  -0.0977
C 0.032 0.658 -0.620  0.1076
C -1.154 -0.260 -0.306  -1.0947
C -0.915 -1.692 -0.740  -0.5365
S -2.445 -2.626 -1.127  -0.2571
C -0.220 2.018 0.083  -1.4224
H 2.495 1.003 -1.673  0.3372
H 3.302 -0.107 -0.602  0.3487
H 2.765 1.465 0.007  0.3118
H 1.282 -0.321 0.723  0.1714
H 0.174 0.947 -1.668  0.4150
H -2.066 0.148 -0.758  0.5158
H -1.390 -0.143 0.746  0.3426
H -0.348 -2.285 -0.030  0.3763
H -0.271 -1.696 -1.615  0.3652
H -3.192 -1.988 -0.219  0.1010
H 0.653 2.625 -0.094  0.4076
H -0.441 1.908 1.157  0.2477
H -1.165 2.428 -0.274  0.4041
H -0.096 -0.255 2.233  0.2867
H -0.819 -1.334 3.008  0.3181
O 0.049 -1.111 2.654  -0.6399

**E_HOMO**: -8.59 eV
**Energy**: -727.65762 Ha
**SMILES**: CN[C@H](C)CCS.O
**Energy above the lowest of the compared OMol25 structures with the same formula, charge and spin**: 0.765 eV
**2S+1**: 1

***

[7]
A cluster of 2 separate species, C5H15NOS in total at a distorted geometry. Source: the OMol25 dataset; level of theory: the ωB97M-V functional and the def2-TZVPD basis.

Last column: Mulliken charge in e.
Element x y z (Å)
C -1.257 0.212 0.903  -0.5616
C -1.654 1.572 1.485  -0.6193
S -0.634 2.066 2.888  -0.2451
C 0.174 0.268 0.309  -0.4227
N 0.892 -1.017 0.111  -0.4079
C 0.817 -1.522 -1.285  -0.3837
C -0.450 -2.326 -1.583  -0.9781
H -1.898 -0.044 0.053  0.2353
H -1.269 -0.599 1.640  0.3347
H -1.330 2.288 0.691  0.2404
H -2.697 1.856 1.513  0.4440
H -0.503 0.868 3.510  0.1131
H 0.175 0.895 -0.583  0.3100
H 0.821 0.634 1.106  0.3068
H 0.554 -1.733 0.741  0.2384
H 0.832 -0.610 -1.897  0.2128
H 1.668 -2.175 -1.525  0.3532
H -0.709 -3.089 -0.837  0.2739
H -1.283 -1.614 -1.523  0.2040
H -0.364 -2.892 -2.498  0.3626
H 3.019 1.989 -1.736  0.3083
H 2.159 2.754 -0.669  0.3125
O 2.938 2.218 -0.814  -0.6315

**E_HOMO**: -8.39 eV
**Energy**: -727.63710 Ha
**SMILES**: CCNCCCS.O
**Energy above the lowest of the compared OMol25 structures with the same formula, charge and spin**: 1.323 eV
**2S+1**: 1

***

[8]
A cluster of 2 separate species, C5H15NOS in total at a distorted geometry. Source: the OMol25 dataset; level of theory: the ωB97M-V functional and the def2-TZVPD basis.

Last column: Mulliken charge in e.
Element x y z (Å)
C 0.450 -0.393 -0.654  -0.2334
N 0.732 0.999 -0.943  -0.2079
C -0.286 1.953 -0.526  -0.9425
C -1.080 1.863 0.790  -0.4061
S -0.365 2.655 2.280  -0.2761
C 1.480 -1.082 0.271  -0.2442
C 1.432 -2.624 0.122  -1.0880
H -0.496 -0.380 -0.113  -0.4598
H 0.256 -0.943 -1.574  0.5455
H 1.641 1.426 -0.922  0.3007
H -1.105 2.016 -1.278  0.2347
H 0.165 2.941 -0.581  0.4995
H -2.066 2.295 0.648  0.4024
H -1.332 0.844 1.081  0.2894
H 0.944 2.718 2.049  0.1021
H 1.307 -0.890 1.322  0.2963
H 2.435 -0.824 -0.161  0.2743
H 1.210 -3.168 1.055  0.2655
H 0.709 -2.859 -0.677  0.3135
H 2.364 -3.074 -0.245  0.2913
H -1.989 -1.160 -0.671  0.3799
H -3.517 -0.818 -0.761  0.3142
O -2.889 -1.495 -0.511  -0.6512

**E_HOMO**: -8.69 eV
**Energy**: -727.63199 Ha
**SMILES**: CCCNCCS.O
**Energy above the lowest of the compared OMol25 structures with the same formula, charge and spin**: 1.462 eV
**2S+1**: 1

***

[9]
A cluster of 3 separate species, C5H15NS in total at a distorted geometry. Source: the OMol25 dataset; level of theory: the ωB97M-V functional and the def2-TZVPD basis.

Last column: Mulliken charge in e.
Element x y z (Å)
C 0.784 1.875 1.553  -0.9042
C -0.708 1.613 1.497  -0.0077
C -1.338 2.167 0.240  -0.9836
N -0.887 0.094 1.634  -0.4646
H 1.208 1.712 2.548  0.3296
H 1.291 1.240 0.820  0.2248
H 1.011 2.900 1.243  0.3602
H -1.212 2.061 2.359  0.3359
H -0.945 1.605 -0.618  0.1789
H -0.947 3.164 0.036  0.3736
H -2.424 2.174 0.202  0.3445
H -0.965 -0.141 2.614  0.2724
H -1.672 -0.264 1.095  0.3033
H -0.021 -0.230 0.290  0.2746
C 1.105 -2.919 -2.553  -1.1861
C 0.570 -2.244 -1.272  -0.2989
S 0.684 -0.443 -1.468  0.0412
H 2.112 -2.545 -2.774  0.3560
H 0.488 -2.636 -3.414  0.3433
H 1.175 -4.010 -2.497  0.3488
H 1.143 -2.550 -0.385  0.3972
H -0.453 -2.623 -1.150  0.3609

**Total charge**: +1
**E_HOMO (alpha / beta)**: -14.37 / -14.17 eV
**Energy**: -652.09122 Ha
**Energy above the lowest of the compared OMol25 structures with the same formula, charge and spin**: 0.763 eV
**2S+1**: 2

***

[10]
A cluster of 3 separate species, C5H15NS2 in total at a distorted geometry. Source: the OMol25 dataset; level of theory: the ωB97M-V functional and the def2-TZVPD basis.

Last column: Mulliken charge in e.
Element x y z (Å)
C 1.362 2.260 -1.083  -0.2036
C -0.056 2.827 -1.213  -0.5411
S -0.382 3.638 -2.794  -0.2112
N 1.534 1.664 0.252  -0.5584
H 2.113 3.048 -1.194  0.3868
H 1.444 1.532 -1.909  0.2468
H -0.170 3.544 -0.398  0.3530
H -0.774 2.014 -1.091  0.1616
H -0.686 2.532 -3.472  0.1108
H 0.803 0.941 0.348  -0.1846
H -0.995 0.737 0.595  0.1800
H 2.415 1.159 0.254  0.2594
C 0.340 -3.093 1.574  -1.1412
C -0.889 -2.187 1.644  -0.0953
C -1.451 -1.877 0.236  -0.8468
S -0.270 -0.795 -0.639  -0.0947
H 0.082 -4.101 1.227  0.3015
H 0.814 -3.245 2.547  0.3274
H 1.062 -2.650 0.884  0.3280
H -1.684 -2.617 2.246  0.3487
H -0.614 -1.217 2.066  0.1917
H -2.403 -1.359 0.318  0.2853
H -1.595 -2.756 -0.397  0.3961

**E_HOMO**: -8.94 eV
**Energy**: -1050.50712 Ha
**Energy above the lowest of the compared OMol25 structures with the same formula, charge and spin**: 3.192 eV
**2S+1**: 1

***

[11]
An isolated molecule of C5H15NSi at a distorted geometry. Source: the OMol25 dataset; level of theory: the ωB97M-V functional and the def2-TZVPD basis.

Last column: Mulliken charge in e.
Element x y z (Å)
C -1.464 1.306 1.012  -1.2648
C 0.093 2.359 -0.524  -1.3288
C -0.006 -2.094 -2.025  -0.9067
C 1.290 -1.274 1.620  -0.8963
C -0.036 1.427 0.628  0.3179
N -0.298 -1.318 -0.806  -0.1329
Si 0.862 -0.420 0.021  0.2373
H -1.923 0.744 0.108  0.2379
H -1.825 0.639 1.910  0.2399
H -2.096 2.155 1.196  0.4074
H -0.471 1.864 -1.403  0.2478
H 1.065 2.609 -0.930  0.3528
H -0.414 3.345 -0.203  0.3479
H 1.031 -2.550 -1.879  0.2802
H -0.701 -2.914 -2.197  0.3140
H -0.300 -1.347 -2.740  0.3128
H 0.400 -1.967 1.813  0.2691
H 2.241 -2.004 1.581  0.2672
H 1.323 -0.606 2.511  0.2975
H 0.578 1.624 1.517  0.3024
H -1.070 -1.665 -0.213  0.2803
H 1.719 0.088 -0.997  -0.1829

**E_HOMO**: -8.29 eV
**Energy**: -543.69881 Ha
**SMILES**: CN[Si@H](C)C(C)C
**Energy above the lowest of the compared OMol25 structures with the same formula, charge and spin**: 1.542 eV
**2S+1**: 1

***

[12]
A cluster of 3 separate species, C5H15O3 in total at a distorted geometry. Source: the OMol25 dataset; level of theory: the ωB97M-V functional and the def2-TZVPD basis.

Last column: Mulliken charge in e.
Element x y z (Å)
C -0.069 -1.792 -0.544  -0.4718
O 0.496 -1.886 0.702  -0.8147
C 0.461 -0.484 -1.251  -1.0953
C 0.135 0.877 -0.639  1.6039
C -1.058 1.616 -1.251  -1.5765
C 1.431 1.736 -0.591  -1.4654
H 0.300 -2.570 -1.238  0.2888
H -1.183 -1.626 -0.616  0.1365
H 0.380 -0.417 -2.366  0.3203
H 1.545 -0.648 -1.139  0.3288
H -0.091 0.661 0.422  -0.2781
H -1.495 2.214 -0.417  0.4074
H -0.925 2.355 -2.037  0.3513
H -2.015 1.132 -1.425  0.3931
H 1.829 1.764 0.426  0.2629
H 1.203 2.797 -0.772  0.3816
H 2.156 1.399 -1.309  0.3972
H -0.433 -1.902 1.730  0.4454
H -2.173 -2.228 1.941  0.2190
O -1.334 -2.049 2.354  -0.8309
H -0.448 -0.595 2.792  0.3997
H 0.918 -0.279 2.231  0.3385
O 0.368 -0.074 2.999  -0.7419

**Total charge**: -1
**E_HOMO**: -4.02 eV
**Energy**: -425.21761 Ha
**Energy above the lowest of the compared OMol25 structures with the same formula, charge and spin**: 0.857 eV
**2S+1**: 1

***

Which of these has the highest energy above the lowest of the compared OMol25 structures with the same formula, charge and spin?
C5H15NOP